[1]
273
Properties=species:S:1:pos:R:3:mulliken_charge:R:1 method="wB97M-V/def2-TZVPD" de_lowest_kcal_mol=202.5 e_tot_ev=-158456.4963 orbital_gap_ev=7.588 total_charge=+4 lumo_ev=-4.94
C -0.434 -1.530 -1.162 0.559
F 0.717 -1.900 -1.685 -0.217
F -1.229 -2.588 -1.249 -0.208
F -0.289 -1.125 0.141 -0.235
S -1.019 0.008 -2.202 1.050
O -2.403 0.304 -1.836 -0.626
O -0.038 1.119 -2.107 -0.646
O -1.054 -0.541 -3.503 -0.678
C 9.471 -6.609 10.358 -1.273
C 8.963 -6.032 9.030 -0.679
C 9.029 -4.494 8.734 -0.541
C 7.878 -3.866 9.443 -1.003
P 7.402 -2.195 8.940 1.214
C 6.226 -1.309 10.112 -1.276
C 5.916 0.146 9.920 -0.134
C 5.221 0.715 11.117 -0.670
C 4.760 2.134 10.737 -1.353
C 6.683 -2.016 7.197 -1.650
C 6.453 -0.540 6.570 -0.506
C 6.617 -0.355 5.037 -0.856
C 5.600 -1.112 4.200 -1.148
C 8.893 -1.209 9.035 -1.346
C 9.709 -1.227 7.743 -0.211
C 10.562 0.065 7.672 -0.824
C 11.298 0.579 8.969 -1.240
H 10.320 -6.089 10.800 0.344
H 9.785 -7.650 10.281 0.362
H 8.820 -6.511 11.227 0.334
H 7.905 -6.234 8.863 0.347
H 9.515 -6.462 8.194 0.394
H 8.967 -4.457 7.646 0.388
H 10.033 -4.113 8.919 0.434
H 8.128 -3.616 10.474 0.466
H 7.023 -4.531 9.564 0.620
H 6.570 -1.344 11.146 0.550
H 5.381 -1.996 10.070 0.508
H 5.093 0.145 9.205 0.216
H 6.779 0.806 9.833 0.098
H 5.836 0.857 12.005 0.465
H 4.359 0.172 11.507 0.409
H 4.035 2.501 11.463 0.388
H 4.263 1.983 9.779 0.333
H 5.472 2.955 10.644 0.350
H 5.826 -2.667 7.028 0.769
H 7.279 -2.609 6.503 0.750
H 7.233 0.073 7.020 0.193
H 5.460 -0.249 6.914 0.531
H 7.627 -0.681 4.785 0.346
H 6.525 0.698 4.772 0.494
H 5.831 -0.726 3.207 0.369
H 4.659 -0.669 4.526 0.287
H 5.726 -2.185 4.343 0.326
H 9.548 -1.509 9.853 0.717
H 8.643 -0.190 9.331 0.501
H 9.107 -1.231 6.835 -0.060
H 10.383 -2.077 7.632 0.400
H 9.992 0.869 7.206 0.310
H 11.288 -0.087 6.873 0.529
H 11.807 1.518 8.754 0.406
H 12.095 -0.082 9.310 0.325
H 10.655 0.774 9.828 0.298
C -11.225 5.877 -1.668 -1.281
C -10.642 5.053 -0.520 -0.756
C -9.523 4.094 -0.936 -0.362
C -8.170 4.715 -0.727 -1.205
P -6.816 3.654 -0.862 1.174
C -6.835 3.025 -2.560 -1.253
C -7.187 1.557 -2.819 -0.811
C -6.750 1.093 -4.256 -0.412
C -6.926 -0.418 -4.443 -1.328
C -5.286 4.655 -0.473 -1.070
C -5.076 5.160 0.949 -0.915
C -4.353 4.368 2.046 -0.268
C -2.825 4.300 1.970 -1.510
C -6.991 2.222 0.291 -1.078
C -7.354 2.483 1.806 -0.459
C -7.350 1.367 2.785 -0.935
C -8.472 0.295 2.616 -1.345
H -12.163 6.352 -1.384 0.394
H -11.415 5.300 -2.573 0.325
H -10.597 6.742 -1.881 0.314
H -11.461 4.385 -0.252 0.364
H -10.513 5.594 0.417 0.386
H -9.667 3.764 -1.965 0.342
H -9.600 3.196 -0.324 0.300
H -8.116 5.087 0.296 0.507
H -8.050 5.595 -1.359 0.534
H -5.757 3.171 -2.624 0.586
H -7.323 3.642 -3.315 0.558
H -8.261 1.511 -2.639 0.389
H -6.888 0.886 -2.014 0.508
H -5.698 1.353 -4.374 0.336
H -7.375 1.708 -4.904 0.370
H -7.123 -0.646 -5.491 0.372
H -7.757 -0.900 -3.929 0.345
H -6.070 -0.956 -4.035 0.326
H -5.150 5.549 -1.081 0.485
H -4.490 3.980 -0.787 0.627
H -5.971 5.597 1.391 0.377
H -4.542 6.110 0.909 0.618
H -4.501 3.288 2.042 0.156
H -4.573 4.713 3.056 0.387
H -2.439 5.299 2.172 0.365
H -2.440 3.998 0.996 0.348
H -2.287 3.670 2.680 0.392
H -6.037 1.698 0.232 0.712
H -7.745 1.530 -0.084 0.714
H -8.382 2.825 1.929 0.289
H -6.719 3.245 2.258 0.209
H -7.242 1.889 3.735 0.439
H -6.419 0.801 2.774 0.353
H -8.623 -0.459 3.388 0.362
H -8.345 -0.331 1.733 0.340
H -9.496 0.573 2.368 0.382
C -8.562 -11.930 5.344 -1.048
C -9.214 -10.546 4.967 -0.586
C -8.260 -9.405 5.390 -0.815
C -6.721 -9.506 5.085 -1.040
P -5.526 -8.393 5.955 0.997
C -4.929 -7.076 4.894 -1.427
C -5.750 -6.116 3.936 -0.455
C -5.677 -6.675 2.537 -0.268
C -6.264 -5.827 1.438 -1.394
C -6.552 -7.471 7.174 -1.288
C -5.842 -6.349 7.972 -0.733
C -6.816 -5.853 9.049 -0.479
C -6.176 -5.089 10.161 -1.253
C -4.385 -9.265 7.104 -1.342
C -4.964 -10.102 8.262 -0.222
C -3.933 -11.119 8.725 -0.579
C -4.108 -11.615 10.078 -1.284
H -9.341 -12.690 5.400 0.374
H -7.990 -11.878 6.270 0.264
H -7.833 -12.186 4.575 0.271
H -10.068 -10.347 5.615 0.344
H -9.546 -10.454 3.933 0.388
H -8.166 -9.393 6.475 0.319
H -8.439 -8.447 4.901 0.342
H -6.546 -9.386 4.015 0.653
H -6.266 -10.486 5.235 0.637
H -4.226 -7.686 4.327 0.601
H -4.321 -6.491 5.584 0.583
H -5.228 -5.161 3.884 0.493
H -6.760 -5.878 4.270 0.338
H -6.098 -7.673 2.653 0.109
H -4.648 -6.941 2.295 0.315
H -5.932 -6.235 0.484 0.392
H -5.902 -4.800 1.471 0.335
H -7.348 -5.897 1.349 0.336
H -6.794 -8.254 7.893 0.536
H -7.503 -7.146 6.752 0.774
H -5.778 -5.521 7.266 0.230
H -4.867 -6.593 8.394 0.382
H -7.277 -6.685 9.580 0.274
H -7.588 -5.395 8.429 0.431
H -6.295 -4.024 9.960 0.289
H -5.110 -5.314 10.144 0.338
H -6.413 -5.410 11.176 0.360
H -3.835 -8.388 7.444 0.592
H -3.647 -9.862 6.568 0.736
H -5.832 -10.687 7.959 0.055
H -5.150 -9.345 9.024 0.408
H -3.005 -10.547 8.755 0.289
H -3.885 -11.826 7.897 0.434
H -3.151 -11.576 10.599 0.319
H -4.535 -12.605 9.920 0.316
H -4.780 -11.086 10.753 0.353
C 0.907 9.091 -2.415 -1.342
C 1.489 7.661 -2.823 -0.764
C 2.962 7.734 -3.186 -0.271
C 3.370 6.276 -3.554 -1.257
P 4.861 5.499 -2.738 0.334
C 4.977 3.660 -2.840 -1.005
C 4.651 3.021 -4.089 -0.163
C 5.083 1.608 -4.077 -0.993
C 6.594 1.259 -4.245 -1.201
C 4.816 5.937 -0.872 -1.115
C 5.378 7.294 -0.269 -0.762
C 4.433 8.099 0.670 -0.346
C 4.994 9.560 1.037 -1.263
C 6.515 6.193 -3.302 -0.328
C 6.483 6.456 -4.809 -0.469
C 7.819 7.198 -5.249 -0.612
C 7.975 8.645 -4.813 -1.199
H 1.203 9.911 -3.070 0.341
H 1.072 9.201 -1.343 0.278
H -0.156 9.318 -2.502 0.415
H 0.963 7.301 -3.707 0.418
H 1.227 6.910 -2.077 0.456
H 3.520 8.132 -2.338 0.087
H 3.153 8.345 -4.068 0.394
H 3.468 6.080 -4.622 0.690
H 2.605 5.584 -3.201 0.692
H 4.392 3.249 -2.017 0.644
H 6.011 3.704 -2.497 0.457
H 5.032 3.566 -4.953 0.382
H 3.585 2.810 -4.172 0.291
H 4.598 1.094 -4.907 0.433
H 4.630 1.122 -3.213 0.420
H 6.774 0.234 -4.569 0.365
H 7.036 1.380 -3.256 0.309
H 7.156 1.904 -4.921 0.296
H 5.405 5.067 -0.583 0.659
H 3.835 5.667 -0.481 0.589
H 5.484 7.946 -1.136 0.147
H 6.383 7.154 0.130 0.531
H 4.300 7.510 1.578 0.438
H 3.458 8.227 0.199 0.163
H 5.573 9.551 1.960 0.330
H 4.178 10.236 1.292 0.348
H 5.665 9.927 0.260 0.352
H 7.330 5.560 -2.952 0.565
H 6.542 7.178 -2.838 0.077
H 5.600 7.030 -5.090 0.382
H 6.427 5.521 -5.367 0.109
H 8.038 7.230 -6.316 0.392
H 8.571 6.609 -4.724 0.334
H 8.968 9.042 -5.025 0.386
H 7.878 8.816 -3.741 0.295
H 7.146 9.189 -5.266 0.285
C 2.301 1.287 -16.656 -1.139
C 1.049 0.534 -16.085 -0.889
C 1.096 0.320 -14.545 -0.612
C 1.075 1.499 -13.637 -0.766
P 0.606 1.196 -11.844 1.087
C 2.091 0.698 -11.107 -1.609
C 2.952 -0.523 -11.666 -0.285
C 4.356 -0.565 -11.038 -0.660
C 5.372 0.559 -11.476 -1.185
C -0.651 -0.185 -11.575 -1.207
C -0.837 -0.846 -10.129 -0.627
C -1.797 -2.051 -10.219 -0.384
C -1.671 -2.954 -9.079 -1.417
C -0.020 2.723 -11.038 -0.986
C -0.035 2.747 -9.509 -0.356
C -0.902 3.953 -9.038 -0.735
C -1.845 3.758 -7.813 -1.343
H 2.055 2.318 -16.401 0.279
H 2.388 1.202 -17.739 0.392
H 3.232 0.902 -16.241 0.294
H 1.054 -0.461 -16.532 0.428
H 0.124 1.038 -16.366 0.352
H 1.793 -0.469 -14.263 0.358
H 0.128 -0.177 -14.477 0.218
H 0.330 2.184 -14.043 0.541
H 2.036 2.009 -13.572 0.538
H 1.842 0.564 -10.055 0.778
H 2.738 1.567 -10.988 0.678
H 3.137 -0.603 -12.737 0.173
H 2.463 -1.437 -11.329 0.278
H 4.775 -1.561 -11.184 0.402
H 4.015 -0.324 -10.031 0.318
H 5.719 0.409 -12.498 0.312
H 6.259 0.468 -10.849 0.393
H 5.068 1.596 -11.330 0.300
H -0.452 -0.931 -12.344 0.628
H -1.598 0.240 -11.907 0.555
H -1.288 -0.114 -9.460 0.244
H 0.128 -1.064 -9.671 0.455
H -1.653 -2.649 -11.118 0.352
H -2.803 -1.632 -10.192 0.365
H -2.522 -3.604 -8.875 0.370
H -1.374 -2.464 -8.152 0.350
H -0.847 -3.651 -9.235 0.328
H -1.093 2.811 -11.207 0.548
H 0.543 3.540 -11.488 0.416
H 0.954 3.021 -9.141 0.279
H -0.344 1.774 -9.126 0.228
H -1.551 4.367 -9.810 0.421
H -0.416 4.925 -8.959 0.492
H -2.792 3.352 -8.169 0.309
H -2.251 4.649 -7.335 0.386
H -1.397 3.125 -7.048 0.355

---

[2]
29
Properties=species:S:1:pos:R:3:nbo_charge:R:1 method="wB97M-V/def2-TZVPD" e_tot_ev=-32486.6034 orbital_gap_ev=8.859 lumo_ev=0.05 smiles="O=C(Nc1ccccc1)Nc1ccc2nnsc2c1"
O -3.165 -2.720 0.104 -0.622
C -2.276 -1.898 0.079 0.789
N -2.522 -0.572 -0.154 -0.662
C -1.741 0.545 0.183 0.233
C -0.960 0.566 1.335 -0.265
C -0.173 1.667 1.616 -0.192
C -0.173 2.763 0.771 -0.223
C -0.985 2.764 -0.351 -0.192
C -1.767 1.663 -0.645 -0.266
H -2.396 1.659 -1.524 0.214
H -1.005 3.623 -1.004 0.218
H 0.448 3.618 0.991 0.219
H 0.437 1.670 2.506 0.218
H -0.977 -0.276 2.010 0.222
H -3.457 -0.388 -0.492 0.417
N -0.960 -2.267 0.290 -0.646
C 0.206 -1.628 -0.115 0.180
C 1.348 -1.757 0.664 -0.215
C 2.488 -1.080 0.268 -0.240
C 2.504 -0.283 -0.907 0.017
N 3.702 0.315 -1.104 -0.150
N 4.562 0.072 -0.242 -0.304
S 4.052 -0.960 0.987 0.549
C 1.361 -0.205 -1.705 -0.146
C 0.236 -0.879 -1.309 -0.251
H -0.650 -0.854 -1.924 0.230
H 1.386 0.370 -2.616 0.234
H 1.340 -2.354 1.562 0.216
H -0.862 -3.173 0.728 0.419

---

[3]
114
Properties=species:S:1:pos:R:3:mulliken_charge:R:1 method="wB97M-V/def2-TZVPD" de_lowest_kcal_mol=148.7 e_tot_ev=-87163.2547 multiplicity=5 orbital_gap_ev="5.182 / 6.197" total_charge=+1 lumo_ev="-2.31 / -3.02"
Ir 0.009 0.372 0.057 1.680
C -4.109 2.740 -0.711 -1.442
C -3.141 1.912 -1.149 -0.143
N -2.223 1.306 -0.244 0.387
C -2.145 0.535 1.880 -0.582
C -3.446 0.872 2.586 -0.245
C -4.653 2.806 0.742 0.643
C -3.605 0.835 3.918 -0.966
C -2.541 0.312 4.712 -1.305
C -1.304 -0.006 4.144 -0.813
C -1.032 0.110 2.787 1.103
N 0.141 -0.095 2.103 0.649
C 1.361 -0.500 2.517 0.076
C 1.727 -1.085 3.732 -0.732
C 3.061 -1.387 4.019 -1.012
C 4.084 -1.139 3.139 -1.343
C 3.775 -0.590 1.878 1.501
C 4.753 -0.315 0.898 -0.965
C 4.395 0.203 -0.318 -1.307
C 3.042 0.445 -0.574 -0.234
N 2.109 0.212 0.329 0.576
C 2.427 -0.294 1.559 0.524
H -4.664 3.292 -1.460 0.463
H -2.942 1.769 -2.203 0.712
H -5.726 2.623 0.644 0.822
H -4.484 1.255 4.392 0.547
H -2.675 0.201 5.778 0.391
H -0.533 -0.329 4.826 0.235
H 0.983 -1.348 4.464 0.514
H 3.280 -1.836 4.980 0.406
H 5.112 -1.369 3.384 0.526
H 5.791 -0.521 1.127 0.549
H 5.129 0.424 -1.080 0.504
H 2.707 0.846 -1.523 0.373
C 1.258 5.713 -2.408 -0.705
C 0.527 4.588 -2.769 -0.822
C 0.193 3.643 -1.813 -0.401
C 0.580 3.823 -0.485 1.415
C 1.312 4.952 -0.127 -0.290
C 1.650 5.893 -1.091 -0.844
P 0.053 2.584 0.723 1.592
C 1.084 2.828 2.195 0.801
C 0.523 2.906 3.467 -0.980
C 1.343 2.965 4.585 -0.624
C 2.722 2.957 4.445 -0.861
C 3.287 2.894 3.179 -0.753
C 2.474 2.826 2.061 -0.763
C -1.650 3.063 1.231 0.427
C -2.019 4.298 1.576 0.446
C -3.381 4.732 1.844 -0.843
C -4.503 4.112 1.470 -1.149
C -3.959 1.564 1.324 0.610
C -4.647 0.384 0.616 -1.084
C -4.188 -0.802 0.078 -0.628
C -2.847 -1.101 -0.101 -0.213
C -1.986 -0.022 0.374 0.717
C -2.441 1.839 1.056 -2.000
H 1.522 6.448 -3.155 0.413
H 0.220 4.448 -3.798 0.463
H -0.368 2.758 -2.088 -0.021
H 1.615 5.099 0.902 0.433
H 2.219 6.769 -0.809 0.453
H -0.551 2.891 3.597 0.311
H 0.895 3.011 5.570 0.469
H 3.358 3.002 5.319 0.426
H 4.363 2.892 3.062 0.426
H 2.927 2.778 1.078 0.603
H -1.251 5.063 1.653 0.473
H -3.476 5.681 2.358 0.418
H -5.438 4.598 1.726 0.397
H -5.725 0.493 0.685 0.478
H -4.943 -1.509 -0.249 0.547
H -2.478 -1.995 -0.571 -0.147
O 0.275 -1.690 -0.394 -0.520
P 0.327 -2.589 -1.601 -2.432
N -0.971 -3.591 -1.670 0.277
C -1.397 -4.406 -0.526 -0.494
C -2.809 -4.815 -0.924 -0.388
C -2.706 -5.029 -2.439 -0.762
C -1.594 -4.073 -2.912 -0.334
N 1.670 -3.521 -1.549 0.728
C 1.753 -4.921 -1.992 -0.239
C 3.254 -5.189 -2.019 -0.868
C 3.779 -4.312 -0.883 -0.777
C 2.963 -3.034 -1.041 0.687
N 0.345 -1.725 -2.996 0.898
C 1.137 -2.060 -4.186 -0.292
C 0.634 -1.060 -5.224 -0.886
C 0.298 0.179 -4.390 -0.802
C -0.292 -0.404 -3.108 2.183
H -1.349 -3.821 0.393 0.078
H -0.759 -5.289 -0.404 0.514
H -3.505 -4.007 -0.696 0.013
H -3.146 -5.705 -0.395 0.473
H -3.648 -4.827 -2.946 0.376
H -2.432 -6.060 -2.662 0.313
H -1.982 -3.229 -3.485 0.249
H -0.878 -4.604 -3.546 0.222
H 1.294 -5.065 -2.972 0.203
H 1.250 -5.583 -1.282 0.266
H 3.671 -4.851 -2.971 0.306
H 3.489 -6.245 -1.904 0.430
H 4.851 -4.130 -0.942 0.425
H 3.565 -4.772 0.083 0.320
H 3.436 -2.356 -1.760 0.130
H 2.822 -2.497 -0.102 -0.591
H 0.969 -3.092 -4.499 0.248
H 2.207 -1.934 -3.994 0.270
H -0.269 -1.447 -5.699 0.316
H 1.370 -0.868 -6.003 0.428
H -0.386 0.859 -4.894 0.428
H 1.211 0.733 -4.156 0.317
H -1.384 -0.486 -3.138 0.178
H -0.005 0.187 -2.211 -2.176

---

[4]
30
Properties=species:S:1:pos:R:3:nbo_charge:R:1 method="wB97M-V/def2-TZVPD" de_lowest_kcal_mol=247.0 e_tot_ev=-15735.6118 orbital_gap_ev=7.216 lumo_ev=0.13
C -0.041 -0.329 -0.333 -0.291
O 0.940 -1.209 0.128 -0.689
H -0.427 -0.590 -1.318 0.193
H -0.942 -0.295 0.281 0.177
H 0.427 0.656 -0.332 0.157
H 1.490 -0.724 0.747 0.453
C 0.918 2.358 -1.777 -0.260
O -0.427 2.146 -1.434 -0.699
H 1.063 2.239 -2.851 0.201
H 1.180 3.405 -1.625 0.169
H 1.583 1.759 -1.155 0.164
H -0.565 2.487 -0.547 0.437
C -2.128 1.111 0.062 -0.319
O -1.320 1.519 1.177 -0.701
H -1.475 0.817 -0.759 0.235
H -2.742 0.249 0.322 0.190
H -2.760 1.899 -0.348 0.175
H -0.588 1.967 0.747 0.424
C -0.235 -3.476 -1.033 -0.270
O 0.527 -3.011 0.070 -0.813
H -1.181 -2.941 -1.116 0.128
H 0.386 -3.341 -1.918 0.143
H -0.420 -4.532 -0.834 0.169
H 0.903 -2.152 -0.136 0.436
C 0.634 0.078 2.430 -0.257
O 1.675 -0.190 1.613 -0.639
H 0.668 -0.492 3.358 0.184
H 0.615 1.156 2.583 0.171
H -0.246 -0.266 1.887 0.231
H 2.490 -0.296 2.110 0.501

---

[5]
11
Properties=species:S:1:pos:R:3:nbo_charge:R:1 method="wB97M-V/def2-TZVPD" de_lowest_kcal_mol=108.2 e_tot_ev=-9132.1665 orbital_gap_ev=7.832 lumo_ev=-0.87 smiles="C1=CNN=CN=N1"
C -0.320 1.144 -0.029 0.041
C 1.001 0.930 -0.113 -0.189
C -0.016 -1.608 -0.159 0.138
H -2.127 0.570 0.508 0.377
H -0.685 2.042 -0.461 0.209
H 1.536 1.839 -0.277 0.209
H -0.014 -2.600 -0.504 0.197
N -1.198 0.204 0.489 -0.494
N 1.758 -0.141 0.288 -0.085
N 1.236 -1.275 0.304 -0.197
N -1.170 -1.104 -0.046 -0.207

---

[6]
17
Properties=species:S:1:pos:R:3:mulliken_charge:R:1 method="wB97M-V/def2-TZVPD" e_tot_ev=-18825.1749 multiplicity=2 orbital_gap_ev="4.558 / 4.941" total_charge=+2 lumo_ev="-13.19 / -13.18"
C -1.880 -0.373 1.224 -0.567
C -2.773 0.163 0.357 -0.626
H -1.887 0.012 2.251 0.415
H -1.144 -1.176 1.217 0.433
H -3.417 0.996 0.655 0.437
H -2.935 -0.250 -0.643 0.359
O 2.376 0.167 -0.137 -0.287
C 2.227 1.468 0.241 0.924
C 1.505 -0.417 -1.085 -0.567
O 3.219 2.043 0.644 -0.409
O 1.048 1.962 0.147 -0.464
C 0.514 -1.374 -0.508 0.096
H 2.158 -0.973 -1.778 0.419
H 0.968 0.340 -1.674 0.534
F 1.049 -2.341 0.243 -0.028
H -0.296 -1.747 -1.148 0.511
Tl -0.732 1.499 -0.005 0.820